ORCA calculation (the ωB97M-V functional and the def2-TZVPD basis) on one molecule with the formula C22H25N3O4.

Its total charge is 0. Its maximum force is 0.63 eV Å⁻¹. The electronic energy is -35882.1725 eV. As for the SMILES: O=C(CCCN1C(=O)c2cccc3cccc(c23)C1=O)NCCN1CCOCC1. For the relative energy (zero: lowest compared OMol25 entry of this formula, charge and spin), the calculation gives 0.056 eV.

Geometry as XYZ:
```
54
C22H25N3O4 | the OMol25 dataset | the ωB97M-V functional and the def2-TZVPD basis
H 1.17858 -2.20243 1.47074
O -0.49553 -0.48157 0.25762
H 4.81443 -1.85540 1.81215
O 0.77862 1.97541 4.58867
O 3.75081 -2.06040 -0.67099
H -4.22229 -0.32702 -5.59552
C 0.25319 2.89103 2.45038
H 3.32240 -0.12083 3.61719
H 0.57727 -1.45196 3.45156
H -0.41852 3.42803 0.48623
H 4.71564 -0.07311 1.85479
H -1.53721 0.95286 1.87729
C -4.15880 1.88084 -3.02816
C -1.70449 -0.59440 -1.76820
C -1.32821 0.01177 -0.48348
C -2.39817 -1.76007 -4.20676
H 2.70382 -3.12685 1.62144
C -2.88063 1.88102 -0.91818
C -1.13342 -1.78688 -2.16279
C -2.64801 0.04579 -2.59736
H -5.23472 1.80081 -4.88101
H -1.02575 -3.29975 -3.67738
C -3.94940 0.11921 -4.65024
C 2.24272 -2.19839 1.23722
C -1.60144 1.76643 1.15223
H 1.84769 -1.26834 -0.65813
H 5.40167 -0.94493 -0.40784
H 1.15652 3.49745 2.34126
C -3.23857 1.26409 -2.20582
H -4.59848 2.81311 -2.70722
H -0.41431 -2.26093 -1.51200
C 2.39955 -2.14234 -0.28160
H -2.66857 -2.20829 -5.15179
C -0.26976 2.51555 1.06893
H 0.68783 0.36402 1.87244
N 2.86112 -1.02041 1.82197
C 2.68319 -0.93244 3.26074
H -2.40186 2.45006 1.43850
C 4.26095 -0.97475 1.43857
N -1.96486 1.18680 -0.13692
H 2.00707 -3.05141 -0.74148
C -1.48380 -2.36711 -3.38520
H 2.98507 -1.86123 3.77639
H -0.47963 3.51025 2.97225
C -4.51232 1.30391 -4.25142
N 0.75904 0.52940 2.86528
C 1.23379 -0.59596 3.63071
H 1.18428 -0.32261 4.68719
C -3.00415 -0.54093 -3.83762
C 0.62225 1.75534 3.40199
C 4.35873 -0.93398 -0.08616
H 3.87158 -0.01670 -0.45121
O -3.34965 2.93250 -0.53750
H 0.46474 1.90574 0.53824
```

ORCA calculation (the ωB97M-V functional and the def2-TZVPD basis) on one molecule with the formula C20H20N2O6S in a non-equilibrium geometry.

Its total charge is 0. Its maximum force is 1.07 eV Å⁻¹. The electronic energy is -47165.2265 eV. As for the SMILES: Cc1cc(=O)oc2cc(OCC(=O)Nc3ccc(S(=O)(=O)N(C)C)cc3)ccc12. For the relative energy (zero: lowest compared OMol25 entry of this formula, charge and spin), the calculation gives 1.109 eV.

Geometry as XYZ:
```
49
C20H20N2O6S | the OMol25 dataset | the ωB97M-V functional and the def2-TZVPD basis
S 1.54195 -4.54070 -1.18155
C -0.97331 3.12998 -2.94135
C -0.26361 2.90659 2.07285
C -1.18162 1.59712 3.86252
O -2.75932 -0.04038 3.22182
C -1.10445 2.47263 -0.17482
H 1.24924 4.42829 2.17916
H -0.91781 -5.51066 -1.42373
H -0.86503 -1.07842 -3.67312
H 2.13346 0.30423 -0.95072
C 1.60139 -0.51312 -1.41712
O 1.27638 -5.42226 -2.27776
H 0.15944 -3.06851 1.11923
N 0.39817 -4.84719 -0.00353
C -0.95534 -4.96830 -0.48258
H -1.27609 1.30194 4.89559
H -1.78394 1.90777 -0.79206
C -1.10727 2.20895 1.19406
O -0.08571 3.70655 -2.00979
C 1.90824 -1.81952 -1.09078
H 1.57062 3.16948 4.22816
H 1.62916 -4.04028 1.41846
H -1.54179 -5.53821 0.23844
C 0.51595 3.30994 4.46013
H -0.26844 -3.42663 -3.10396
C 0.22998 -2.59739 -2.62847
C -2.01747 0.86409 2.93459
C -0.23133 3.41660 -0.68690
C 0.61848 4.11895 0.18042
C 0.59311 3.87323 1.52882
O -1.76587 0.97025 -3.59854
C 0.56375 -4.08566 1.20795
C -0.87316 1.60443 -3.08988
H 0.94038 1.76477 -2.20927
C -0.33455 2.57692 3.47607
H -0.71866 3.58744 -3.90223
C 0.59071 -0.24364 -2.34104
O -1.94490 1.24080 1.61388
O 2.82734 -4.58255 -0.54999
H 2.68421 -2.05751 -0.38102
H -2.01634 3.37700 -2.71034
N 0.28734 1.09596 -2.59896
H 0.30044 4.37670 4.42465
C 1.21761 -2.85252 -1.69653
H 0.05580 -4.59588 2.02648
H -1.43128 -3.99092 -0.63476
H 1.28477 4.85329 -0.24255
H 0.32881 2.94822 5.46705
C -0.08944 -1.29189 -2.95699
```

ORCA calculation (the ωB97M-V functional and the def2-TZVPD basis) on a 4-piece molecular cluster, C3H11NO3 overall in a non-equilibrium geometry.

Its total charge is 0. Its maximum force is 2.88 eV Å⁻¹. The electronic energy is -10919.6100 eV. As for the SMILES: C=CN=C.O.O.O. For the relative energy (zero: lowest compared OMol25 entry of this formula, charge and spin), the calculation gives 3.396 eV.

Geometry as XYZ:
```
18
C3H11NO3 | the OMol25 dataset | the ωB97M-V functional and the def2-TZVPD basis
O 1.41762 2.39586 0.72736
H 4.18910 2.33502 -1.04816
H 0.93090 3.15781 1.03731
H -0.43597 0.22296 -1.94291
H -1.55130 1.09261 2.03369
O 3.39049 1.96120 -1.41311
H -0.51273 -2.94547 -0.83621
H -0.88720 0.10229 0.97940
H 2.72243 2.13924 -0.72433
O -0.77623 0.93592 1.48384
N -1.29345 -1.02232 -0.43633
C -1.10900 -2.39064 -0.11783
H -1.20556 -3.96518 1.04560
H -2.26954 -2.62519 1.76387
H -1.60180 -1.07667 -2.44781
C -1.10845 -0.56525 -1.60975
H 1.02270 1.66205 1.22325
C -1.64957 -2.97381 0.95961
```